ORCA calculation (wB97M-V/def2-TZVPD) on a 7-piece molecular cluster, C19H55N5O10 overall at a distorted geometry.

Calculated values
- charge = 0
- relative energy (zero: lowest compared OMol25 entry of this formula, charge and spin) (eV) = 0.982
- largest force on an atom (eV Å⁻¹) = 2.1
- calculated total energy (eV) = -48517.1378
- SMILES = COCCNCCOC.COCCNCCOC.COCCNCCOC.NC(N)=O.O.O.O
- LUMO energy (eV) = 0.80
- gap between HOMO and LUMO (eV) = 9.1

Atoms and positions in Å:
1 C -3.92 -8.63 20.18
2 O -4.78 -7.57 19.77
3 C -6.10 -7.98 19.37
4 C -6.99 -6.78 19.21
5 N -6.37 -5.76 18.35
6 C -6.79 -4.38 18.82
7 C -5.92 -3.72 19.84
8 O -4.69 -3.35 19.25
9 C -3.72 -2.79 20.11
10 H -4.41 -9.24 20.91
11 H -3.04 -8.20 20.65
12 H -3.66 -9.31 19.37
13 H -6.55 -8.66 20.08
14 H -6.00 -8.49 18.36
15 H -7.13 -6.31 20.19
16 H -7.89 -7.11 18.69
17 H -5.36 -5.78 18.48
18 H -7.77 -4.47 19.23
19 H -6.83 -3.65 18.03
20 H -5.76 -4.49 20.64
21 H -6.36 -2.78 20.15
22 H -3.98 -1.74 20.35
23 H -2.72 -2.77 19.62
24 H -3.68 -3.34 21.06
25 C -5.81 -1.32 16.12
26 O -5.80 0.06 16.48
27 C -6.55 0.90 15.64
28 C -6.78 2.27 16.22
29 N -7.48 2.26 17.48
30 C -7.54 3.54 18.17
31 C -8.80 4.22 17.78
32 O -9.89 3.27 18.01
33 C -11.06 3.67 17.38
34 H -6.81 -1.71 16.27
35 H -5.08 -1.84 16.71
36 H -5.53 -1.41 15.08
37 H -7.42 0.35 15.30
38 H -5.95 1.16 14.74
39 H -7.28 2.83 15.40
40 H -5.72 2.67 16.39
41 H -6.92 1.59 18.01
42 H -6.57 4.15 18.01
43 H -7.70 3.26 19.22
44 H -8.68 4.54 16.79
45 H -9.06 5.10 18.28
46 H -11.77 2.83 17.55
47 H -10.94 3.90 16.27
48 H -11.39 4.64 17.74
49 C -10.13 -5.14 21.86
50 O -10.45 -3.81 21.71
51 C -9.92 -3.24 20.53
52 C -10.34 -1.83 20.41
53 N -9.76 -1.02 21.46
54 C -9.82 0.41 21.28
55 C -11.27 0.92 21.34
56 O -11.84 0.68 20.06
57 C -12.94 1.51 19.83
58 H -9.06 -5.33 21.77
59 H -10.59 -5.73 21.03
60 H -10.57 -5.45 22.86
61 H -10.21 -3.86 19.66
62 H -8.82 -3.31 20.62
63 H -11.45 -1.81 20.38
64 H -9.95 -1.36 19.50
65 H -9.90 -1.29 22.45
66 H -9.35 0.67 20.32
67 H -9.24 0.97 22.01
68 H -11.38 1.97 21.46
69 H -11.80 0.41 22.14
70 H -12.78 2.59 19.82
71 H -13.67 1.45 20.62
72 H -13.37 1.25 18.87
73 O -10.05 0.53 17.27
74 H -9.62 1.36 17.17
75 H -10.45 0.58 18.15
76 O -8.38 -1.59 17.91
77 H -8.85 -0.75 17.70
78 H -9.05 -2.30 17.96
79 O -6.59 0.15 19.98
80 H -6.47 -0.26 19.09
81 H -7.38 -0.38 20.26
82 C -9.27 -4.49 16.42
83 O -9.99 -3.89 17.22
84 N -8.62 -3.72 15.46
85 N -9.05 -5.83 16.48
86 H -8.71 -2.75 15.69
87 H -8.39 -3.97 14.54
88 H -8.09 -6.09 16.32
89 H -9.50 -6.29 17.27

---

ORCA calculation (wB97M-V/def2-TZVPD) on a 10-piece molecular cluster, C19H56F6O9P overall at a distorted geometry.

Calculated values
- charge = -1
- relative energy (zero: lowest compared OMol25 entry of this formula, charge and spin) (eV) = 1.315
- largest force on an atom (eV Å⁻¹) = 3.1
- calculated total energy (eV) = -64640.2887
- LUMO energy (eV) = 2.62
- gap between HOMO and LUMO (eV) = 9.9

Atoms and positions in Å:
1 P -0.08 -0.68 0.18
2 F -0.20 -0.39 1.75
3 F 0.96 0.45 -0.07
4 F 1.13 -1.72 0.42
5 F -0.05 -1.09 -1.39
6 F -1.08 -1.94 0.41
7 F -1.30 0.37 -0.22
8 C -2.47 0.30 3.67
9 O -3.74 0.34 3.00
10 H -1.68 0.89 3.19
11 H -2.66 0.81 4.61
12 H -2.09 -0.70 3.86
13 H -3.76 -0.46 2.46
14 C -3.09 1.67 -2.97
15 C -2.69 0.28 -3.52
16 C -1.29 0.22 -4.12
17 O -2.77 -0.61 -2.44
18 H -4.15 1.63 -2.72
19 H -3.13 2.46 -3.72
20 H -2.58 2.08 -2.11
21 H -3.45 0.00 -4.25
22 H -1.36 0.68 -5.11
23 H -0.92 -0.80 -4.22
24 H -0.60 0.81 -3.51
25 H -2.04 -0.45 -1.84
26 C 3.63 -0.55 2.65
27 C 3.62 0.38 1.39
28 C 4.64 1.40 1.29
29 O 3.58 -0.41 0.18
30 H 4.60 -0.98 2.86
31 H 3.06 -1.48 2.55
32 H 3.44 0.00 3.56
33 H 2.69 0.94 1.39
34 H 4.51 2.27 1.93
35 H 4.74 1.87 0.31
36 H 5.56 0.90 1.57
37 H 2.78 -0.91 0.35
38 C 2.44 4.45 -2.07
39 C 2.03 3.21 -1.33
40 C 1.13 3.54 -0.08
41 O 1.29 2.38 -2.20
42 H 1.61 4.83 -2.67
43 H 3.21 4.27 -2.82
44 H 2.77 5.19 -1.34
45 H 2.96 2.71 -1.08
46 H 1.59 4.16 0.69
47 H 0.79 2.64 0.44
48 H 0.20 4.00 -0.41
49 H 0.99 1.56 -1.81
50 C 0.66 -4.53 2.58
51 C -0.34 -3.58 3.21
52 C -1.82 -4.06 3.03
53 O -0.08 -3.63 4.61
54 H 1.68 -4.28 2.87
55 H 0.65 -4.46 1.49
56 H 0.53 -5.61 2.67
57 H -0.27 -2.58 2.79
58 H -2.05 -4.03 1.97
59 H -2.41 -3.33 3.58
60 H -2.02 -5.07 3.37
61 H -0.35 -4.49 4.93
62 C 1.74 -2.82 -4.10
63 C 3.05 -3.31 -3.47
64 C 3.04 -4.56 -2.58
65 O 3.80 -3.67 -4.62
66 H 1.05 -2.35 -3.38
67 H 1.29 -3.72 -4.52
68 H 1.96 -2.09 -4.88
69 H 3.53 -2.52 -2.90
70 H 2.67 -5.43 -3.12
71 H 2.40 -4.41 -1.71
72 H 4.03 -4.82 -2.20
73 H 3.32 -4.26 -5.20
74 C -4.21 5.51 1.03
75 C -3.41 4.61 0.19
76 C -2.33 3.71 0.85
77 O -4.29 3.76 -0.60
78 H -4.78 6.21 0.43
79 H -3.57 6.05 1.73
80 H -5.00 5.02 1.60
81 H -2.99 5.31 -0.52
82 H -2.13 2.88 0.18
83 H -2.64 3.21 1.77
84 H -1.39 4.24 0.99
85 H -4.64 3.09 -0.01
86 O 0.95 -0.98 4.68
87 H 0.87 -0.63 3.80
88 H 0.59 -1.86 4.63
89 O -3.61 -2.56 -0.54
90 H -3.50 -1.88 -1.20
91 H -2.75 -2.61 -0.11

---

ORCA calculation (wB97M-V/def2-TZVPD) on a 7-piece molecular cluster, C19H56N10O7 overall at a distorted geometry.

Calculated values
- charge = 0
- relative energy (zero: lowest compared OMol25 entry of this formula, charge and spin) (eV) = 4.997
- largest force on an atom (eV Å⁻¹) = 6.9
- calculated total energy (eV) = -49841.5757
- SMILES = COC[C@H](C)N.COC[C@H](C)N.COC[C@H](C)N.COC[C@H](C)N.NC(N)=O.NC(N)=O.NC(N)=O
- LUMO energy (eV) = 0.22
- gap between HOMO and LUMO (eV) = 9.4

Atoms and positions in Å:
1 C 2.36 2.65 -6.34
2 O 2.88 2.37 -5.26
3 N 2.66 3.59 -7.23
4 N 1.29 2.02 -6.74
5 H 3.44 4.22 -7.07
6 H 2.18 3.56 -8.11
7 H 1.07 1.17 -6.25
8 H 0.94 2.06 -7.68
9 C -10.36 0.11 2.50
10 O -11.37 0.00 3.22
11 N -9.24 -0.43 2.70
12 N -10.32 0.86 1.42
13 H -9.02 -1.03 3.48
14 H -8.53 0.03 2.14
15 H -9.54 0.87 0.77
16 H -11.19 1.25 1.10
17 C 5.29 -2.48 -4.69
18 O 5.34 -3.59 -5.05
19 N 5.96 -1.51 -5.18
20 N 4.47 -2.12 -3.75
21 H 5.82 -0.67 -4.64
22 H 6.42 -1.49 -6.08
23 H 4.00 -2.90 -3.31
24 H 4.16 -1.17 -3.71
25 C 7.80 -1.90 7.40
26 C 7.04 -0.82 6.81
27 C 5.60 -1.15 6.50
28 O 5.02 -0.25 5.52
29 C 3.67 -0.68 5.12
30 N 7.10 0.42 7.56
31 H 7.80 -2.83 6.82
32 H 7.44 -2.15 8.40
33 H 8.87 -1.71 7.47
34 H 7.46 -0.46 5.87
35 H 4.90 -1.11 7.33
36 H 5.68 -2.15 6.06
37 H 3.74 -1.43 4.33
38 H 2.98 0.08 4.75
39 H 3.05 -1.15 5.87
40 H 6.53 0.37 8.39
41 H 6.64 1.05 6.92
42 C -1.20 8.31 0.74
43 C -0.18 7.14 0.96
44 C 1.18 7.48 0.31
45 O 1.08 7.51 -1.10
46 C 2.32 7.22 -1.66
47 N -0.04 6.98 2.38
48 H -1.20 8.66 -0.29
49 H -0.96 9.09 1.46
50 H -2.16 7.82 0.86
51 H -0.48 6.23 0.43
52 H 1.94 6.78 0.68
53 H 1.53 8.47 0.61
54 H 3.06 8.01 -1.52
55 H 2.18 7.20 -2.74
56 H 2.86 6.29 -1.45
57 H -0.18 7.85 2.86
58 H -0.63 6.33 2.88
59 C -0.03 -8.83 -1.64
60 C -0.89 -7.57 -1.60
61 C -2.34 -7.76 -1.07
62 O -2.95 -6.49 -1.09
63 C -4.23 -6.51 -0.43
64 N -0.13 -6.45 -0.96
65 H 0.84 -8.56 -2.22
66 H -0.54 -9.66 -2.13
67 H 0.34 -9.17 -0.67
68 H -0.95 -7.21 -2.62
69 H -2.38 -8.11 -0.04
70 H -2.87 -8.43 -1.74
71 H -4.59 -5.51 -0.18
72 H -4.15 -7.11 0.48
73 H -4.94 -7.09 -1.01
74 H -0.16 -6.70 0.02
75 H -0.84 -5.73 -0.93
76 C -1.87 0.67 -1.14
77 C -2.97 -0.29 -1.59
78 C -4.37 0.20 -2.00
79 O -5.08 0.68 -0.87
80 C -5.09 2.07 -0.78
81 N -2.41 -1.14 -2.65
82 H -1.46 1.31 -1.91
83 H -1.07 0.06 -0.70
84 H -2.27 1.30 -0.35
85 H -3.10 -0.94 -0.72
86 H -4.90 -0.68 -2.37
87 H -4.24 0.82 -2.89
88 H -5.49 2.34 0.20
89 H -5.68 2.56 -1.55
90 H -4.08 2.48 -0.76
91 H -2.80 -2.05 -2.46
92 H -1.46 -1.36 -2.41

---

Number 3 is which compound? C19H56N10O7